{
  "formula": "C11H24Cl18N2O4",
  "method": "the ωB97M-V functional and the def2-TZVPD basis",
  "species": ["C", "N", "O", "O", "H", "H", "H", "C", "N", "O", "O", "H", "H", "H", "Cl", "C", "Cl", "H", "H", "Cl", "C", "Cl", "H", "H", "Cl", "C", "Cl", "H", "H", "Cl", "C", "Cl", "H", "H", "Cl", "C", "Cl", "H", "H", "Cl", "C", "Cl", "H", "H", "Cl", "C", "Cl", "H", "H", "Cl", "C", "Cl", "H", "H", "Cl", "C", "Cl", "H", "H"],
  "positions_angstrom": [[-2.036, 3.674, 0.220], [-1.479, 3.488, 1.538], [-0.931, 2.448, 1.783], [-1.322, 4.519, 2.166], [-1.340, 3.248, -0.503], [-2.023, 4.759, 0.124], [-3.005, 3.178, 0.285], [0.857, 0.263, 0.169], [-0.611, 0.073, -0.157], [-1.352, -0.507, 0.688], [-0.988, 0.401, -1.265], [0.852, 1.156, 0.792], [1.407, 0.426, -0.758], [1.303, -0.521, 0.782], [-3.492, 1.480, 4.393], [-4.134, 0.172, 3.345], [-4.451, -1.259, 4.260], [-5.093, 0.466, 2.917], [-3.377, -0.101, 2.610], [-3.295, -1.553, -3.139], [-3.604, -2.263, -1.573], [-5.241, -2.913, -1.615], [-2.993, -3.164, -1.525], [-3.518, -1.546, -0.757], [-0.789, -1.311, 5.717], [0.067, -0.591, 4.350], [0.441, 1.089, 4.906], [1.050, -1.063, 4.342], [-0.528, -0.578, 3.437], [5.010, -3.667, 0.999], [4.775, -2.342, -0.233], [4.592, -2.894, -1.908], [3.905, -1.786, 0.115], [5.655, -1.710, -0.105], [0.499, -2.931, 1.546], [-0.815, -4.151, 1.780], [-1.792, -3.809, 3.365], [-1.636, -4.057, 1.069], [-0.432, -5.165, 1.891], [0.133, 0.900, -5.797], [-0.618, 1.686, -4.350], [0.046, 3.368, -4.108], [-1.696, 1.808, -4.458], [-0.368, 1.111, -3.458], [1.775, 3.866, 0.076], [1.994, 4.269, 1.795], [1.456, 6.002, 2.159], [1.487, 3.622, 2.511], [3.056, 4.181, 2.027], [3.913, 0.957, -1.809], [3.495, 0.942, -3.541], [3.630, -0.643, -4.315], [2.438, 1.205, -3.586], [4.268, 1.609, -3.921], [2.206, -3.576, -4.214], [0.923, -3.323, -3.006], [0.694, -1.628, -2.660], [-0.066, -3.581, -3.385], [1.097, -3.731, -2.011]],
  "mol_weight_g_mol": 886.48,
  "relative_energy_kcal_mol": 39.9,
  "homo_energy_ev": -10.49,
  "smiles": "C[N+](=O)[O-].C[N+](=O)[O-].ClCCl.ClCCl.ClCCl.ClCCl.ClCCl.ClCCl.ClCCl.ClCCl.ClCCl",
  "orbital_gap_ev": 9.92
}

=====

{
  "formula": "C31H58CaF4N2O32S4",
  "method": "the ωB97M-V functional and the def2-TZVPD basis",
  "species": ["Ca", "N", "S", "O", "O", "F", "S", "O", "O", "F", "N", "S", "O", "O", "F", "S", "O", "O", "F", "C", "C", "C", "O", "C", "O", "O", "H", "H", "H", "H", "H", "H", "C", "C", "C", "O", "C", "O", "O", "H", "H", "H", "H", "H", "H", "C", "O", "C", "O", "O", "C", "H", "H", "H", "H", "H", "H", "C", "C", "O", "C", "O", "O", "C", "H", "H", "H", "H", "H", "H", "H", "H", "C", "C", "O", "C", "O", "O", "C", "H", "H", "H", "H", "H", "H", "H", "H", "C", "C", "O", "C", "O", "O", "C", "H", "H", "H", "H", "H", "H", "H", "H", "C", "C", "O", "C", "O", "O", "C", "H", "H", "H", "H", "H", "H", "H", "H", "C", "C", "O", "C", "O", "O", "C", "H", "H", "H", "H", "H", "H", "H", "H"],
  "positions_angstrom": [[2.339, -0.839, 2.076], [1.281, 0.477, 0.545], [0.862, 0.007, -0.782], [1.600, 0.533, -1.922], [-0.388, -0.625, -1.035], [1.667, -1.374, -0.585], [0.073, 1.774, 0.463], [-1.263, 1.480, 1.012], [0.255, 2.725, -0.636], [0.780, 2.571, 1.636], [3.979, -2.290, 2.170], [4.738, -3.330, 1.300], [4.218, -4.684, 1.346], [6.052, -3.081, 0.911], [4.053, -2.821, -0.064], [5.248, -2.227, 3.324], [6.218, -1.136, 3.170], [5.717, -3.495, 3.898], [4.342, -1.812, 4.624], [-2.944, 0.955, -2.526], [-4.401, 1.358, -2.805], [-4.686, 1.566, -4.385], [-5.924, 0.869, -4.540], [-6.121, 0.052, -3.483], [-7.095, -0.665, -3.395], [-5.181, 0.226, -2.513], [-2.373, 0.614, -3.390], [-2.918, 0.310, -1.648], [-2.398, 1.801, -2.109], [-4.752, 2.258, -2.300], [-3.911, 1.241, -5.080], [-4.886, 2.606, -4.640], [-0.186, 1.652, -4.294], [0.626, 2.868, -4.719], [2.035, 3.019, -4.079], [2.912, 3.344, -5.131], [2.234, 3.256, -6.267], [2.676, 3.473, -7.407], [0.949, 2.814, -6.043], [0.375, 0.737, -4.482], [-1.158, 1.546, -4.775], [-0.301, 1.662, -3.210], [-0.048, 3.702, -4.524], [2.190, 2.018, -3.677], [1.918, 3.806, -3.334], [-1.218, 5.605, 3.246], [-1.154, 5.428, 1.893], [-0.064, 5.661, 1.229], [1.061, 5.749, 1.660], [-0.287, 5.565, -0.131], [-1.595, 5.790, -0.690], [-0.564, 4.931, 3.799], [-2.220, 5.294, 3.543], [-0.933, 6.631, 3.474], [-1.832, 5.192, -1.570], [-1.718, 6.806, -1.067], [-2.359, 5.532, 0.043], [9.905, 0.168, -2.301], [8.758, 0.875, -1.566], [7.620, 0.006, -1.447], [6.915, -0.049, -0.246], [7.283, 0.266, 0.892], [5.662, -0.554, -0.477], [5.057, -0.575, -1.754], [10.138, -0.652, -1.621], [10.812, 0.758, -2.433], [9.454, -0.182, -3.230], [8.377, 1.717, -2.144], [8.959, 1.300, -0.583], [4.567, 0.397, -1.792], [4.337, -1.355, -1.999], [5.788, -0.576, -2.563], [1.306, -6.935, 1.887], [1.247, -5.482, 1.548], [-0.053, -4.932, 1.613], [-0.239, -3.558, 1.611], [0.616, -2.695, 1.823], [-1.514, -3.328, 1.605], [-2.050, -2.018, 1.710], [2.291, -7.334, 1.647], [0.617, -7.452, 1.220], [1.103, -7.050, 2.952], [1.683, -5.224, 0.583], [1.846, -5.032, 2.340], [-1.557, -1.439, 2.490], [-3.133, -2.087, 1.813], [-1.890, -1.325, 0.884], [1.076, -3.114, -3.337], [0.558, -1.959, -4.199], [-0.135, -2.409, -5.305], [-1.437, -2.291, -5.489], [-1.950, -2.357, -6.630], [-2.042, -2.026, -4.394], [-3.518, -1.882, -4.458], [1.585, -3.833, -3.979], [0.174, -3.530, -2.889], [1.763, -2.744, -2.575], [1.381, -1.375, -4.611], [-0.058, -1.246, -3.652], [-3.771, -1.160, -5.235], [-3.853, -1.318, -3.588], [-4.120, -2.780, -4.593], [-2.216, 1.924, 4.783], [-1.171, 0.983, 4.191], [-1.119, -0.152, 5.029], [-0.067, -0.975, 4.747], [0.655, -0.880, 3.762], [-0.106, -2.063, 5.566], [0.876, -3.055, 5.481], [-2.309, 1.853, 5.867], [-3.190, 1.629, 4.393], [-2.098, 2.971, 4.504], [-0.224, 1.519, 4.248], [-1.458, 0.630, 3.201], [0.929, -3.665, 4.579], [0.752, -3.749, 6.312], [1.842, -2.562, 5.369], [-6.906, 0.555, 6.380], [-5.716, 0.203, 5.494], [-6.016, 0.564, 4.213], [-5.297, 0.225, 3.152], [-4.442, -0.659, 3.084], [-5.799, 0.877, 2.119], [-5.138, 0.830, 0.890], [-7.381, 1.536, 6.354], [-6.557, 0.373, 7.396], [-7.772, -0.088, 6.225], [-5.357, -0.825, 5.547], [-4.923, 0.871, 5.829], [-5.429, -0.070, 0.349], [-4.060, 0.781, 1.044], [-5.383, 1.666, 0.236]],
  "mol_weight_g_mol": 1215.12,
  "relative_energy_kcal_mol": 91.5,
  "homo_energy_ev": -10.33,
  "orbital_gap_ev": 8.56
}

=====

{
  "formula": "C4H12",
  "method": "the ωB97M-V functional and the def2-TZVPD basis",
  "species": ["C", "C", "H", "H", "H", "H", "H", "H", "C", "C", "H", "H", "H", "H", "H", "H"],
  "positions_angstrom": [[0.763, -2.125, -1.176], [0.198, -0.774, -1.737], [-0.066, -2.719, -0.777], [1.225, -2.735, -1.921], [1.435, -2.028, -0.291], [0.740, -0.471, -2.676], [0.280, 0.105, -1.078], [-0.868, -0.956, -2.000], [0.182, 1.443, 1.816], [-1.049, 1.412, 0.966], [0.869, 0.574, 1.747], [0.703, 2.413, 1.805], [-0.125, 1.410, 2.902], [-0.875, 1.205, -0.051], [-1.555, 2.431, 1.119], [-1.857, 0.816, 1.353]],
  "mol_weight_g_mol": 60.14,
  "relative_energy_kcal_mol": 13.7,
  "homo_energy_ev": -11.46,
  "smiles": "CC.CC",
  "orbital_gap_ev": 12.63
}

=====

{
  "formula": "C4H13F4InN2O11S4",
  "method": "the ωB97M-V functional and the def2-TZVPD basis",
  "species": ["In", "O", "H", "N", "S", "O", "O", "F", "S", "O", "O", "F", "N", "S", "O", "O", "F", "S", "O", "O", "F", "C", "C", "O", "H", "H", "H", "H", "H", "H", "C", "C", "O", "H", "H", "H", "H", "H", "H"],
  "positions_angstrom": [[3.638, 22.020, 16.577], [4.393, 21.964, 13.976], [4.071, 22.628, 13.338], [2.879, 24.599, 15.960], [2.133, 25.184, 14.588], [3.061, 25.611, 13.603], [0.858, 25.792, 14.720], [1.793, 23.712, 14.021], [2.983, 25.991, 16.704], [1.816, 26.499, 17.342], [3.901, 26.882, 16.085], [3.859, 25.422, 17.930], [5.134, 21.950, 18.881], [6.587, 22.803, 18.881], [7.653, 22.112, 18.257], [6.784, 23.594, 20.036], [6.076, 23.840, 17.779], [5.609, 20.787, 19.879], [5.627, 21.101, 21.263], [6.595, 19.869, 19.419], [4.248, 19.945, 19.673], [-1.128, 23.315, 17.908], [0.172, 23.484, 17.127], [0.741, 22.274, 16.605], [-1.907, 22.917, 17.253], [-1.501, 24.254, 18.313], [-0.990, 22.644, 18.758], [0.831, 24.130, 17.703], [-0.082, 24.076, 16.244], [0.062, 21.921, 16.022], [0.170, 19.300, 18.130], [1.571, 19.392, 18.691], [2.461, 19.652, 17.610], [-0.170, 20.063, 17.433], [-0.580, 19.180, 18.913], [0.041, 18.402, 17.515], [1.858, 18.468, 19.194], [1.610, 20.139, 19.485], [3.060, 18.927, 17.411]],
  "mol_weight_g_mol": 584.23,
  "relative_energy_kcal_mol": 0.0,
  "homo_energy_ev": -10.92,
  "orbital_gap_ev": 4.65
}